# 1
Molecular formula: C25H48F2N4O9PS
Method: DFT, ωB97M-V/def2-TZVPD

Output
charge: +1
HOMO: -10.306 eV
LUMO: -0.148 Ha

Structure (XYZ):
```
90
Properties=species:S:1:pos:R:3:forces:R:3:mulliken_charge:R:1
C 4.194 -0.747 4.116 -0.209 -0.640 -0.430 -0.918
C 4.365 -0.133 2.569 -0.936 -0.718 0.671 -0.178
C 2.824 0.360 2.145 1.637 -1.885 2.190 -0.180
O 2.929 1.334 1.047 -3.985 1.590 -0.216 -0.299
C 1.642 2.047 0.825 0.850 -0.927 0.972 0.282
F 0.575 1.215 1.377 1.793 2.194 -1.861 -0.283
O 1.648 3.326 1.563 -2.340 -0.905 -1.272 -0.369
C 0.388 4.054 1.458 -0.183 0.662 1.395 0.085
F -0.504 3.698 2.623 2.147 0.712 -3.216 -0.362
C -0.478 3.873 0.098 -2.255 1.365 2.398 -0.173
N 0.231 3.258 -1.086 0.263 0.357 0.002 0.984
C -0.796 2.588 -1.944 -3.083 -1.082 -2.746 -1.314
C -1.456 1.203 -1.426 -1.248 -0.622 -0.468 0.395
C -3.040 1.405 -0.930 0.688 -1.427 0.434 -0.476
C -3.269 0.233 0.230 -0.021 -0.159 -0.346 0.364
C -4.825 0.087 0.725 0.517 -0.773 0.010 -0.803
C -5.488 -1.204 -0.097 -0.112 1.004 0.760 -0.264
C -6.057 -0.589 -1.511 1.455 0.198 0.269 -0.598
S -7.776 -1.175 -1.988 -0.681 -0.249 1.322 -0.136
C -8.849 -1.237 -0.453 -0.861 -0.257 2.099 0.347
N -9.898 -2.218 0.024 4.843 6.924 0.887 -0.259
N -10.249 -1.645 1.268 3.070 4.408 0.435 -0.231
C -9.466 -0.367 1.600 -1.176 -4.574 -3.749 0.003
O -8.564 -0.093 0.468 -3.639 -4.252 0.807 -0.196
P 0.780 4.693 -2.071 -0.505 6.625 -4.710 0.841
O -0.399 5.491 -2.741 4.176 -3.820 2.861 -0.608
O 1.970 4.221 -3.299 -1.069 0.725 4.891 -0.494
O 1.642 5.868 -1.054 -1.182 -4.342 -0.656 -0.511
C 1.488 2.486 -0.769 3.400 -0.974 0.407 -0.346
C 1.943 1.348 -1.844 0.827 -0.705 -0.948 -1.156
C 1.632 -0.203 -1.484 0.356 -1.786 -0.565 0.454
C 0.842 -1.042 -2.696 0.032 0.128 -0.048 -0.263
C 1.680 -2.342 -3.240 -0.469 -0.306 -0.502 -0.992
C 2.122 -3.419 -2.087 0.599 -0.903 -0.550 -0.427
C 0.903 -4.336 -1.485 1.143 -0.236 1.137 -0.458
C 0.740 -3.913 0.118 0.424 -0.629 -0.161 0.193
O -0.616 -4.221 0.612 0.353 2.766 -0.559 -0.405
C -1.520 -3.080 0.398 -0.958 1.281 -0.553 -0.182
H 4.104 0.106 4.918 0.113 -1.704 -1.604 0.266
H 5.081 -1.478 4.397 -2.040 1.901 -0.681 0.263
H 3.217 -1.432 4.123 1.919 1.650 0.080 0.271
H 4.700 -1.064 1.912 -0.579 2.383 1.128 0.188
H 5.119 0.763 2.523 -1.448 -1.909 0.040 0.246
H 2.269 -0.652 1.837 0.846 2.558 0.495 -0.001
H 2.377 0.818 3.152 0.669 -0.796 -2.554 0.346
H 0.623 5.205 1.591 -0.361 -2.606 0.054 0.343
H -1.485 3.308 0.401 2.531 0.764 -0.921 0.014
H -0.843 4.962 -0.227 0.808 -2.382 0.626 0.375
H -0.433 2.410 -3.067 -0.252 0.680 2.691 0.534
H -1.705 3.357 -2.055 2.263 -1.477 0.290 0.560
H -1.539 0.476 -2.370 0.483 1.702 2.086 0.260
H -0.887 0.606 -0.607 -0.749 1.415 -1.404 -0.501
H -3.266 2.489 -0.551 0.352 -2.043 -0.675 0.322
H -3.735 1.122 -1.835 1.307 0.895 1.815 0.203
H -2.938 -0.783 -0.301 -0.715 2.137 1.183 -0.368
H -2.557 0.353 1.153 -1.207 0.119 -1.825 0.152
H -5.389 1.088 0.498 0.865 -2.018 0.353 0.335
H -4.914 -0.090 1.897 0.424 0.303 -2.560 0.315
H -6.304 -1.660 0.608 1.266 0.908 -1.730 0.354
H -4.697 -2.071 -0.286 -1.624 2.037 0.367 0.207
H -5.315 -0.954 -2.372 -2.004 0.586 1.593 0.293
H -5.993 0.602 -1.551 -0.391 -2.678 0.365 0.260
H -9.494 0.320 2.546 0.047 -1.617 -2.251 0.316
H 2.850 4.301 -2.785 -1.492 -0.181 -1.436 0.388
H 2.094 5.401 -0.291 -0.360 0.802 -0.929 0.413
H 2.357 3.310 -0.848 -1.766 -1.937 0.512 0.437
H 1.556 1.532 -2.958 0.660 0.006 2.676 0.372
H 3.132 1.425 -1.952 -2.708 0.089 0.485 0.401
H 1.029 -0.418 -0.513 1.206 0.825 -1.578 -0.475
H 2.669 -0.783 -1.361 -2.225 1.527 -0.092 0.463
H 0.619 -0.338 -3.622 0.481 -1.340 1.852 0.362
H -0.197 -1.387 -2.283 1.944 0.506 -0.772 -0.007
H 2.599 -1.995 -3.918 -1.853 -0.670 1.760 0.294
H 0.963 -2.932 -3.988 1.510 1.279 1.594 0.358
H 2.687 -2.953 -1.164 -1.047 -0.647 -1.951 0.189
H 2.904 -4.171 -2.585 -1.663 1.789 0.996 0.375
H 1.283 -5.466 -1.462 -1.094 2.474 -0.258 0.253
H -0.098 -4.273 -2.087 1.894 0.041 1.264 0.279
H 1.066 -2.782 0.292 -1.042 -2.106 -0.400 -0.353
H 1.485 -4.548 0.802 -1.668 1.235 -1.665 0.306
H -2.075 -3.100 -0.659 1.275 -0.266 2.021 0.156
H -0.972 -2.021 0.425 -0.777 -2.283 0.083 -0.049
H -2.389 -2.992 1.200 2.026 -0.694 -1.439 0.235
C 9.010 -2.387 3.291 0.275 -0.167 -0.190 -0.723
N 7.739 -1.647 3.068 -0.727 0.441 -0.250 0.817
O 7.402 -1.443 1.896 0.227 -0.145 1.725 -0.492
O 7.116 -1.291 4.075 1.130 -0.385 -1.609 -0.505
H 9.449 -2.636 2.323 -0.221 0.127 0.210 0.308
H 9.675 -1.735 3.861 -0.207 -0.158 0.019 0.284
H 8.769 -3.294 3.850 0.038 0.256 0.023 0.292
```
Positions in Å, forces in eV/Å.

# 2
Molecular formula: C23H36BrIrN6OSSi
Method: DFT, ωB97M-V/def2-TZVPD

Output
<S²>: 6.020
charge: +2
HOMO (spin up / spin down): -13.963 / -14.835 eV
LUMO (spin up / spin down): -0.211 / -0.300 Ha
2S+1: 5

Structure (XYZ):
```
70
Properties=species:S:1:pos:R:3:forces:R:3:mulliken_spin:R:1
Ir -0.276 2.565 0.066 0.600 0.459 1.204 2.617
O 1.903 2.851 0.088 -0.314 0.053 -0.347 0.210
N 2.570 2.724 1.225 0.076 -0.061 0.257 0.052
C 3.920 2.768 1.169 0.013 0.043 -0.134 -0.021
C 4.667 2.687 2.313 0.007 -0.015 0.088 0.048
C 4.025 2.548 3.545 -0.001 -0.008 -0.017 -0.024
C 2.652 2.472 3.579 -0.016 -0.007 -0.008 0.032
C 1.915 2.559 2.397 0.074 0.016 0.005 -0.019
S 0.195 2.468 2.389 -0.530 -0.027 -0.628 0.574
H 4.331 2.871 0.176 -0.043 0.031 -0.014 0.001
H 5.744 2.734 2.242 -0.008 0.004 -0.018 0.002
H 4.597 2.499 4.461 0.002 -0.019 -0.021 -0.001
H 2.111 2.346 4.507 0.015 0.017 -0.007 -0.001
N -4.604 3.350 -0.567 -0.007 0.095 0.022 0.003
C -3.686 2.408 -0.364 -0.001 -0.040 0.028 -0.010
N -2.506 2.994 -0.276 0.291 0.136 0.033 0.074
C -2.780 4.322 -0.441 0.026 -0.101 -0.088 0.011
N -4.048 4.575 -0.618 -0.087 -0.051 0.008 0.005
C -1.696 5.304 -0.456 -0.060 0.057 -0.045 -0.020
C -1.910 6.674 -0.520 0.112 0.046 -0.010 -0.004
N -0.895 7.528 -0.497 -0.013 0.003 0.042 0.007
C 0.335 7.027 -0.438 -0.181 0.040 -0.093 -0.001
C 0.566 5.660 -0.425 0.064 -0.077 -0.033 0.003
N -0.457 4.805 -0.418 0.055 -0.059 0.097 0.113
H -5.604 3.252 -0.669 -0.002 -0.030 -0.021 0.002
H -3.887 1.351 -0.300 -0.028 0.041 0.031 0.002
H -2.916 7.069 -0.587 0.023 0.029 0.029 0.001
H 1.158 7.730 -0.406 0.000 -0.016 -0.043 0.001
H 1.562 5.239 -0.433 -0.024 -0.010 0.086 0.008
C -2.986 -1.924 -0.833 -0.016 -0.108 -0.019 0.018
C -1.977 -2.767 -0.034 -0.011 0.234 0.073 0.006
C -2.219 -2.461 1.451 -0.064 -0.061 -0.023 0.002
C -2.245 -4.266 -0.290 0.068 -0.021 -0.027 0.001
Si -0.172 -2.471 -0.527 0.006 0.261 -0.088 0.013
Br -0.294 0.306 -0.859 -0.047 -0.935 -0.380 0.254
C 1.141 -2.585 0.826 0.032 0.189 0.011 0.005
C 0.925 -1.566 1.959 0.030 -0.070 0.026 0.035
C 1.061 -4.020 1.392 -0.047 -0.028 -0.046 -0.001
C 2.552 -2.355 0.268 0.019 -0.033 0.041 0.002
C 0.333 -2.848 -2.312 -0.082 0.266 0.053 0.010
C -0.848 -2.641 -3.272 0.075 -0.097 -0.070 0.005
C 1.499 -1.984 -2.823 0.002 -0.104 -0.068 0.009
C 0.752 -4.334 -2.321 0.002 -0.019 0.045 0.001
H -3.992 -2.178 -0.486 0.031 -0.004 -0.011 0.001
H -2.949 -2.111 -1.902 -0.038 0.029 0.013 -0.001
H -2.828 -0.857 -0.666 -0.043 -0.029 0.006 -0.008
H -3.271 -2.660 1.676 0.026 0.001 -0.001 0.000
H -2.022 -1.412 1.686 -0.013 -0.022 0.010 -0.002
H -1.626 -3.089 2.114 -0.020 0.037 0.020 0.000
H -3.259 -4.499 0.047 0.031 -0.002 0.004 0.000
H -1.558 -4.913 0.264 -0.055 0.002 -0.012 0.000
H -2.182 -4.526 -1.347 -0.036 -0.003 0.044 0.000
H 0.003 -1.734 2.509 0.017 0.032 0.023 0.004
H 0.922 -0.541 1.583 0.026 -0.034 0.037 -0.017
H 1.753 -1.663 2.667 -0.024 -0.014 -0.014 -0.003
H 0.102 -4.235 1.864 0.050 -0.006 0.012 0.000
H 1.836 -4.136 2.155 -0.017 -0.008 -0.026 0.000
H 1.241 -4.778 0.624 0.016 0.014 0.055 0.000
H 2.660 -1.359 -0.170 0.014 -0.031 0.001 0.000
H 2.832 -3.100 -0.476 0.025 0.031 0.016 0.000
H 3.266 -2.438 1.092 -0.021 -0.003 -0.015 0.000
H -1.202 -1.608 -3.262 -0.013 -0.036 -0.019 0.000
H -1.682 -3.309 -3.061 -0.003 0.035 -0.027 0.001
H -0.509 -2.860 -4.288 -0.007 -0.003 0.030 0.000
H 1.262 -0.920 -2.802 0.026 -0.024 -0.033 -0.002
H 1.686 -2.255 -3.866 -0.011 -0.005 0.034 0.000
H 2.422 -2.148 -2.276 0.008 0.025 -0.029 -0.001
H -0.051 -5.000 -1.995 0.050 0.001 -0.031 0.000
H 1.630 -4.523 -1.700 -0.019 -0.006 -0.043 0.000
H 1.011 -4.611 -3.347 -0.009 0.001 0.028 0.001
```
Positions in Å, forces in eV/Å.

# 3
Molecular formula: C4H8O
Method: DFT, ωB97M-V/def2-TZVPD

Output
HOMO: -9.584 eV
LUMO: 0.043 Ha

Structure (XYZ):
```
13
Properties=species:S:1:pos:R:3:forces:R:3:mulliken_charge:R:1
C 1.542 -0.210 0.180 0.040 -0.027 -0.020 -1.219
C 0.348 0.235 -0.650 0.316 -0.146 -0.122 0.304
C -0.940 -0.575 -0.425 -0.066 -0.102 -0.040 -0.508
C -1.239 0.542 0.579 -0.292 -0.068 0.302 -0.394
O -0.270 1.395 -0.049 0.059 0.198 0.039 -0.459
H 2.295 0.583 0.199 -0.072 -0.112 -0.044 0.307
H 1.246 -0.414 1.217 0.015 0.027 -0.197 0.266
H 1.995 -1.118 -0.228 -0.045 0.098 -0.007 0.336
H 0.641 0.431 -1.690 -0.080 -0.015 0.186 0.350
H -1.609 -0.537 -1.288 0.120 -0.026 0.125 0.250
H -0.850 -1.602 -0.060 0.027 0.177 -0.014 0.251
H -0.919 0.284 1.598 -0.154 0.060 -0.099 0.222
H -2.238 0.985 0.618 0.132 -0.063 -0.110 0.295
```
Positions in Å, forces in eV/Å.

# 4
Molecular formula: C25H25MgN2P
Method: DFT, ωB97M-V/def2-TZVPD

Output
charge: -2
HOMO (spin up / spin down): 1.198 / 1.093 eV
LUMO (spin up / spin down): 0.160 / 0.160 Ha

Structure (XYZ):
```
54
Properties=species:S:1:pos:R:3:forces:R:3:mulliken_charge:R:1
C 0.394 1.459 -4.149 -0.937 -0.491 0.488 -0.817
C -0.885 1.946 -3.742 -0.085 -1.454 0.212 -0.786
C -1.684 0.820 -3.330 1.608 -0.101 -0.753 -0.582
C -0.877 -0.364 -3.494 0.232 1.687 -0.313 -0.478
C 0.407 0.043 -3.991 -1.480 0.641 0.334 -0.812
Mg 1.681 2.116 -1.099 1.206 -3.971 -2.311 -0.282
N 3.545 1.578 -2.841 0.186 1.711 2.960 -0.548
C 1.013 4.078 -1.153 0.663 2.691 -0.025 -0.028
C -0.392 3.952 -1.077 3.490 -0.751 -0.091 -0.225
H -2.684 0.864 -2.940 -0.376 0.040 0.047 0.481
H -1.203 2.983 -3.689 0.015 -0.050 -0.262 0.901
H -1.183 -1.370 -3.248 -0.043 -0.189 -0.007 0.666
H 1.240 -0.607 -4.171 0.319 -0.093 -0.020 0.376
H 1.221 2.071 -4.461 0.279 -0.008 0.001 0.493
H -0.968 3.903 -2.024 0.404 0.395 0.942 0.232
H 1.928 3.887 -0.329 -2.955 0.963 -1.057 -0.060
H 4.393 1.990 -2.261 -1.334 -0.822 -1.134 -0.141
H -0.822 3.547 -0.149 0.087 0.196 -0.634 0.064
H 1.661 4.484 -2.038 -1.904 -1.005 1.237 0.233
N 0.282 1.052 -0.104 -0.159 -1.203 1.451 0.002
P -0.016 -0.211 0.771 1.120 2.687 -2.184 0.651
C -1.793 -0.574 0.896 -0.719 -0.376 0.584 0.212
C -2.561 -0.369 -0.254 -0.452 -0.145 0.014 -0.270
C -3.952 -0.595 -0.226 0.435 -0.015 0.308 -0.346
C -4.583 -0.967 0.973 0.300 0.087 -0.417 -0.460
C -3.820 -1.132 2.129 0.278 0.075 -0.066 -0.631
C -2.433 -0.939 2.098 -0.284 -0.031 -0.648 -0.352
C 0.885 -1.703 0.236 -0.396 -0.744 -0.370 0.297
C 2.162 -1.969 0.746 -0.280 -0.220 -0.369 -0.096
C 2.965 -2.937 0.148 -0.260 0.051 -0.169 -0.701
C 2.529 -3.615 -0.991 -0.591 0.022 -0.118 -0.343
C 1.238 -3.389 -1.491 -0.336 0.283 0.273 -0.630
C 0.396 -2.453 -0.859 0.359 -0.178 0.132 -0.127
C 0.502 -0.058 2.497 0.144 0.208 0.525 -0.080
C 0.855 1.231 2.936 -0.029 -0.524 0.575 -0.667
C 1.228 1.405 4.278 -0.002 -0.310 -0.214 -0.465
C 1.268 0.292 5.142 0.025 0.696 0.034 -0.406
C 0.915 -0.977 4.682 0.192 0.071 0.240 -0.760
C 0.556 -1.161 3.355 -0.050 0.646 0.132 -0.181
H -2.048 -0.013 -1.157 -0.194 -0.144 0.180 -0.144
H -4.527 -0.484 -1.149 0.153 0.057 0.316 0.420
H -5.667 -1.121 0.997 0.368 0.024 0.004 0.328
H -4.304 -1.419 3.062 0.073 0.079 -0.119 0.366
H -1.839 -1.060 2.998 -0.226 -0.022 -0.044 0.280
H 2.510 -1.421 1.619 0.100 -0.069 -0.246 0.336
H 3.935 -3.154 0.568 0.183 0.029 -0.031 0.333
H 3.169 -4.337 -1.498 -0.050 0.181 0.194 0.322
H 0.867 -3.931 -2.376 0.300 0.314 0.523 0.324
H -0.642 -2.309 -1.212 0.840 0.074 0.118 0.221
H 0.836 2.063 2.215 -0.070 -0.540 0.313 0.285
H 1.491 2.413 4.626 -0.042 -0.534 -0.008 0.353
H 1.585 0.437 6.186 -0.216 -0.120 -0.499 0.322
H 0.925 -1.825 5.363 0.090 0.115 -0.057 0.351
H 0.305 -2.149 2.981 0.020 0.089 0.029 0.565
```
Positions in Å, forces in eV/Å.

Number 1: energy -76625.3995 eV. Number 2: energy -127001.7924 eV. Number 3: energy -6324.0363 eV. Number 4: energy -44036.7004 eV.